# 1
{"formula": "C29H65N3O5", "method": "ωB97M-V/def2-TZVPD", "elements": ["C", "O", "H", "H", "H", "H", "C", "O", "H", "H", "H", "H", "C", "C", "C", "C", "C", "C", "N", "O", "C", "C", "C", "H", "H", "H", "H", "H", "H", "H", "H", "H", "H", "H", "H", "H", "H", "H", "H", "H", "H", "H", "C", "C", "C", "C", "C", "C", "N", "O", "C", "C", "C", "H", "H", "H", "H", "H", "H", "H", "H", "H", "H", "H", "H", "H", "H", "H", "H", "H", "H", "H", "C", "C", "C", "C", "C", "C", "N", "O", "C", "C", "C", "H", "H", "H", "H", "H", "H", "H", "H", "H", "H", "H", "H", "H", "H", "H", "H", "H", "H", "H"], "xyz": [[3.87, 7.05, 18.46], [3.41, 5.89, 19.13], [3.55, 7.95, 19.00], [4.96, 7.10, 18.42], [3.44, 7.07, 17.46], [2.46, 6.05, 19.18], [1.84, 10.20, 18.15], [1.60, 11.63, 18.06], [2.34, 10.00, 19.09], [0.84, 9.78, 18.26], [2.35, 9.76, 17.28], [1.29, 11.79, 17.17], [7.97, 5.43, 16.70], [7.68, 5.95, 15.30], [6.30, 6.64, 15.35], [6.32, 7.96, 16.07], [7.33, 8.76, 15.28], [8.75, 8.35, 15.09], [8.75, 6.86, 14.78], [10.06, 6.33, 14.65], [9.30, 9.07, 13.83], [9.53, 8.68, 16.37], [7.53, 4.75, 14.33], [7.25, 4.73, 17.12], [8.26, 6.23, 17.38], [8.92, 4.90, 16.63], [6.05, 6.84, 14.32], [5.50, 6.08, 15.84], [6.66, 7.77, 17.09], [5.40, 8.55, 16.08], [7.33, 9.63, 15.94], [6.92, 9.00, 14.30], [10.39, 9.03, 13.73], [8.81, 8.69, 12.93], [9.01, 10.12, 13.77], [10.53, 8.27, 16.22], [9.59, 9.72, 16.68], [9.17, 8.16, 17.26], [8.51, 4.32, 14.10], [7.09, 5.04, 13.38], [6.94, 3.89, 14.65], [10.08, 6.14, 13.70], [-0.09, 3.91, 18.19], [-0.90, 4.74, 19.22], [-0.98, 3.69, 20.32], [-1.42, 4.31, 21.59], [-0.46, 5.45, 22.02], [-0.27, 6.51, 20.97], [-0.13, 5.88, 19.62], [0.39, 6.71, 18.63], [-1.46, 7.56, 21.04], [1.07, 7.27, 21.30], [-2.27, 5.12, 18.65], [0.96, 3.83, 18.48], [-0.18, 4.31, 17.18], [-0.40, 2.87, 18.12], [-1.69, 2.91, 20.04], [-0.03, 3.21, 20.53], [-1.42, 3.59, 22.40], [-2.43, 4.71, 21.55], [0.49, 4.92, 22.04], [-0.89, 5.79, 22.96], [-1.30, 8.23, 20.19], [-2.40, 7.05, 20.83], [-1.61, 8.04, 22.01], [1.26, 8.12, 20.65], [1.05, 7.55, 22.35], [1.82, 6.49, 21.19], [-2.85, 5.56, 19.46], [-2.81, 4.24, 18.32], [-2.28, 5.78, 17.78], [-0.36, 7.14, 18.21], [4.19, 8.16, 21.86], [5.64, 7.86, 22.15], [6.01, 8.13, 23.64], [5.46, 7.12, 24.66], [5.94, 5.73, 24.22], [5.61, 5.37, 22.73], [6.04, 6.46, 21.82], [5.96, 6.23, 20.44], [6.41, 4.03, 22.38], [4.12, 5.01, 22.58], [6.51, 8.86, 21.36], [3.96, 9.15, 21.47], [3.60, 8.05, 22.76], [3.73, 7.50, 21.12], [7.09, 8.26, 23.76], [5.46, 9.03, 23.88], [4.37, 7.12, 24.67], [5.78, 7.33, 25.68], [5.45, 5.03, 24.89], [7.00, 5.69, 24.45], [6.43, 3.28, 23.17], [5.92, 3.66, 21.48], [7.48, 4.14, 22.18], [3.95, 4.12, 23.18], [3.54, 5.84, 22.99], [3.79, 4.82, 21.56], [7.54, 8.52, 21.46], [6.52, 9.80, 21.92], [6.16, 9.13, 20.36], [5.02, 6.10, 20.36]], "lowdin_charge": [-0.141, -0.125, 0.061, 0.068, 0.088, 0.036, -0.137, -0.128, 0.062, 0.065, 0.077, 0.064, -0.031, -0.481, -0.158, -0.195, -0.180, -0.488, -0.092, -0.010, -0.029, -0.026, -0.038, 0.092, 0.067, 0.080, 0.116, 0.118, 0.100, 0.117, 0.121, 0.122, 0.078, 0.081, 0.078, 0.077, 0.086, 0.069, 0.072, 0.077, 0.084, 0.097, -0.035, -0.518, -0.167, -0.194, -0.128, -0.466, -0.113, -0.001, -0.010, -0.027, -0.014, 0.086, 0.079, 0.082, 0.128, 0.129, 0.115, 0.107, 0.119, 0.129, 0.071, 0.054, 0.084, 0.075, 0.093, 0.054, 0.064, 0.088, 0.082, 0.095, -0.045, -0.484, -0.135, -0.185, -0.138, -0.454, -0.111, -0.005, -0.026, -0.034, -0.037, 0.091, 0.073, 0.040, 0.123, 0.116, 0.097, 0.111, 0.113, 0.118, 0.073, 0.070, 0.076, 0.087, 0.063, 0.073, 0.088, 0.078, 0.078, 0.030], "smiles": "CC1(C)CCCC(C)(C)N1O.CC1(C)CCCC(C)(C)N1O.CC1(C)CCCC(C)(C)N1O.CO.CO", "e_tot_ha": -1684.1749, "de_lowest_kj_mol": 117.4}

***

# 2
{"formula": "C29H65NO16", "method": "ωB97M-V/def2-TZVPD", "elements": ["C", "C", "O", "O", "C", "C", "C", "N", "C", "O", "O", "C", "O", "C", "C", "O", "H", "H", "H", "H", "H", "H", "H", "H", "H", "H", "H", "H", "H", "H", "H", "C", "O", "C", "C", "O", "C", "H", "H", "H", "H", "H", "H", "H", "H", "H", "H", "C", "O", "C", "C", "O", "C", "H", "H", "H", "H", "H", "H", "H", "H", "H", "H", "C", "O", "C", "C", "O", "C", "H", "H", "H", "H", "H", "H", "H", "H", "H", "H", "C", "O", "C", "C", "O", "C", "H", "H", "H", "H", "H", "H", "H", "H", "H", "H", "C", "O", "C", "C", "O", "C", "H", "H", "H", "H", "H", "H", "H", "H", "H", "H"], "xyz": [[-4.73, -1.94, 2.01], [-3.39, -1.70, 2.65], [-2.98, -2.30, 3.59], [-2.64, -0.70, 2.15], [-2.75, -0.30, 0.78], [-2.15, -1.33, -0.18], [-0.61, -1.43, -0.15], [0.02, -1.33, 1.16], [0.43, -0.10, 1.59], [0.48, 0.92, 0.93], [0.75, -0.15, 2.92], [1.45, 0.97, 3.40], [2.76, 0.88, 2.85], [3.63, 1.92, 2.99], [3.04, 3.30, 3.08], [4.80, 1.70, 2.95], [-5.32, -1.01, 1.98], [-4.63, -2.28, 0.97], [-5.26, -2.70, 2.60], [-3.81, -0.09, 0.52], [-2.20, 0.64, 0.72], [-2.44, -1.03, -1.20], [-2.60, -2.32, -0.02], [-0.31, -2.40, -0.59], [-0.16, -0.67, -0.80], [-0.40, -1.88, 1.90], [0.95, 1.90, 3.09], [1.49, 0.87, 4.49], [2.66, 3.49, 4.10], [2.21, 3.43, 2.38], [3.84, 4.02, 2.89], [2.24, -1.39, -3.06], [0.84, -1.17, -3.14], [0.46, -0.20, -4.10], [-0.04, -0.83, -5.38], [0.97, -1.57, -6.05], [0.90, -2.96, -5.83], [2.40, -2.29, -2.48], [2.68, -1.52, -4.06], [2.74, -0.55, -2.56], [1.30, 0.46, -4.32], [-0.34, 0.40, -3.66], [-0.38, -0.04, -6.06], [-0.90, -1.48, -5.17], [0.06, -3.41, -6.38], [0.80, -3.20, -4.77], [1.83, -3.40, -6.20], [-5.50, -4.29, -5.07], [-5.56, -2.91, -5.40], [-6.16, -2.11, -4.40], [-5.12, -1.39, -3.56], [-4.31, -2.29, -2.82], [-3.06, -2.55, -3.44], [-4.84, -4.76, -5.79], [-5.09, -4.44, -4.06], [-6.49, -4.75, -5.13], [-6.80, -2.71, -3.75], [-6.78, -1.36, -4.90], [-5.63, -0.73, -2.85], [-4.49, -0.76, -4.21], [-2.39, -1.69, -3.34], [-3.18, -2.80, -4.50], [-2.61, -3.40, -2.93], [6.21, 2.11, 0.00], [6.26, 2.12, -1.42], [5.58, 3.21, -2.01], [6.53, 4.32, -2.43], [7.18, 4.92, -1.32], [8.49, 4.43, -1.09], [6.93, 1.37, 0.34], [6.49, 3.09, 0.41], [5.22, 1.84, 0.36], [4.83, 3.62, -1.32], [5.06, 2.85, -2.90], [5.96, 5.10, -2.94], [7.27, 3.92, -3.13], [9.19, 4.82, -1.84], [8.52, 3.34, -1.10], [8.80, 4.79, -0.11], [5.64, 3.40, 5.66], [5.58, 4.75, 5.23], [5.19, 5.66, 6.24], [6.38, 6.38, 6.85], [7.24, 5.49, 7.54], [8.38, 5.11, 6.79], [6.15, 2.83, 4.88], [6.17, 3.30, 6.60], [4.63, 2.99, 5.77], [4.63, 5.14, 7.03], [4.53, 6.40, 5.79], [6.01, 7.11, 7.58], [6.92, 6.92, 6.07], [9.10, 5.94, 6.73], [8.12, 4.79, 5.78], [8.85, 4.28, 7.32], [-7.69, -2.43, -0.17], [-7.24, -3.40, 0.75], [-8.27, -3.98, 1.54], [-8.69, -5.33, 1.01], [-9.27, -5.24, -0.28], [-8.38, -5.58, -1.33], [-6.87, -2.24, -0.86], [-8.56, -2.78, -0.73], [-7.95, -1.49, 0.34], [-9.14, -3.31, 1.58], [-7.88, -4.10, 2.55], [-9.44, -5.76, 1.69], [-7.83, -6.01, 1.00], [-8.20, -6.66, -1.37], [-7.43, -5.06, -1.23], [-8.86, -5.27, -2.26]], "lowdin_charge": [0.009, -0.552, 0.129, -0.016, -0.159, -0.133, -0.159, 0.100, -0.542, 0.099, 0.049, -0.173, 0.046, -0.526, 0.018, 0.117, 0.101, 0.083, 0.091, 0.119, 0.132, 0.103, 0.114, 0.122, 0.112, 0.147, 0.128, 0.155, 0.097, 0.092, 0.095, -0.094, -0.217, -0.203, -0.204, -0.184, -0.107, 0.091, 0.085, 0.092, 0.128, 0.124, 0.128, 0.105, 0.089, 0.082, 0.090, -0.107, -0.187, -0.203, -0.202, -0.203, -0.112, 0.090, 0.082, 0.088, 0.119, 0.128, 0.122, 0.128, 0.069, 0.085, 0.099, -0.101, -0.191, -0.213, -0.209, -0.190, -0.113, 0.094, 0.086, 0.076, 0.126, 0.123, 0.124, 0.125, 0.087, 0.083, 0.089, -0.108, -0.195, -0.209, -0.208, -0.190, -0.110, 0.085, 0.087, 0.083, 0.127, 0.125, 0.125, 0.127, 0.088, 0.083, 0.089, -0.104, -0.210, -0.200, -0.204, -0.188, -0.111, 0.077, 0.087, 0.091, 0.129, 0.126, 0.127, 0.128, 0.090, 0.081, 0.088], "smiles": "CC(=O)OCCCNC(=O)OCOC(C)=O.COCCOC.COCCOC.COCCOC.COCCOC.COCCOC", "e_tot_ha": -2402.3682, "de_lowest_kj_mol": 0.0}